<i>
The following is a quantum chemistry calculation of 2 unconnected molecules or ions with the total composition C2H9N4O, from OMol25.

Computed properties:
Net charge ... +1
Lowest unoccupied orbital energy ... -3.33 eV
Highest occupied orbital energy ... -13.11 eV

Cartesian coordinates (Å):
C1 0.567 0.962 -1.427
C2 -1.671 -0.862 0.904
N1 -2.278 -2.061 1.056
N2 2.204 1.428 0.084
N3 0.970 1.658 -0.398
N4 -0.571 -0.605 0.218
O1 1.270 0.075 -1.999
H1 -2.150 -0.005 1.305
H2 -1.736 -2.917 0.787
H3 -3.160 -2.235 1.614
H4 2.727 2.405 0.241
H5 2.149 0.918 0.995
H6 0.145 2.025 0.188
H7 -0.425 0.951 -1.855
H8 -0.165 -1.532 -0.269
H9 2.124 -0.205 -1.443

<ii>
The following is a quantum chemistry calculation of 3 unconnected molecules or ions with the total composition C2H9N4O, from OMol25.

Computed properties:
Net charge ... +1
Lowest unoccupied orbital energy ... -3.55 eV
Highest occupied orbital energy ... -12.90 eV

Cartesian coordinates (Å):
C1 -1.623 -0.547 -0.849
C2 2.804 1.240 -0.459
N1 -1.420 -0.487 -2.108
N2 -1.963 -0.644 0.236
N3 1.565 0.564 -0.759
N4 -1.317 -0.874 2.656
O1 0.836 0.236 0.163
H1 2.905 1.469 0.592
H2 2.898 2.076 -1.134
H3 3.458 0.458 -0.699
H4 -1.221 0.401 -2.566
H5 -0.910 -1.381 -2.492
H6 -1.860 -0.850 1.362
H7 -1.491 0.060 3.009
H8 -1.677 -1.565 3.309
H9 -0.363 -1.111 2.446

Relative calculated energies, zero for the most stable structure, unit eV: <i> 0.000; <ii> 1.226.

<i>
The following is a quantum chemistry calculation of a gas-phase ion, C4H7N2S (charge +1), from OMol25.

Computed properties:
Net charge ... +1
Lowest unoccupied orbital energy (alpha / beta) ... -5.37 / -4.26 eV
Highest occupied orbital energy (alpha / beta) ... -11.13 / -12.61 eV

Cartesian coordinates (Å):
C1 -0.808 -0.260 0.669
C2 2.124 -0.589 0.127
C3 1.217 -1.598 -0.221
C4 -1.221 1.827 -0.476
N1 -0.086 -0.848 -0.337
N2 -1.308 0.961 0.557
S1 2.575 0.814 0.644
H1 -0.708 -0.799 1.485
H2 1.383 -2.006 -1.165
H3 1.341 -2.371 0.473
H4 -1.841 2.740 -0.379
H5 -0.757 1.301 -1.387
H6 0.001 -0.502 -1.269
H7 -1.911 1.329 1.279

<ii>
The following is a quantum chemistry calculation of a molecular structure, C4H7N2S, from OMol25.

Computed properties:
Net charge ... +1
Lowest unoccupied orbital energy (alpha / beta) ... -4.81 / -4.81 eV
Highest occupied orbital energy (alpha / beta) ... -13.10 / -13.10 eV

Cartesian coordinates (Å):
C1 1.777 0.508 0.307
C2 0.595 1.105 -0.055
C3 0.589 -1.411 0.026
C4 -1.691 0.301 -0.732
N1 1.669 -0.832 0.422
N2 -0.375 0.262 -0.395
S1 -2.718 -0.719 0.393
H1 2.851 0.995 0.585
H2 0.499 2.148 -0.166
H3 0.236 -2.347 -0.021
H4 -1.759 1.371 -0.874
H5 -1.818 -0.237 -1.683
H6 2.416 -1.302 0.948
H7 -2.271 0.158 1.246

Relative calculated energies, zero for the most stable structure, unit eV: <i> 0.545; <ii> 0.000.

<i>
The following is a quantum chemistry calculation of 2 unconnected molecules or ions with the total composition CF4N2, from OMol25.

Computed properties:
Lowest unoccupied orbital energy (alpha / beta) ... -1.62 / -4.20 eV
Highest occupied orbital energy (alpha / beta) ... -12.23 / -9.34 eV

Cartesian coordinates (Å):
C1 -0.490 0.508 0.140
N1 0.855 0.408 0.189
N2 0.074 0.063 -1.014
F1 -1.625 0.835 0.663
F2 -0.895 -2.285 1.611
F3 1.838 1.372 -0.093
F4 0.128 -1.316 -1.236

<ii>
The following is a quantum chemistry calculation of CF4N2 in the gas phase, from OMol25.

Computed properties:
Structure (SMILES) ... FN1N(F)C1(F)F
Lowest unoccupied orbital energy ... -0.75 eV
Highest occupied orbital energy ... -12.54 eV

Cartesian coordinates (Å):
C1 0.494 0.305 -0.004
N1 -0.061 -0.923 -0.269
N2 -0.893 0.183 0.148
F1 1.090 1.178 -0.807
F2 1.435 0.461 1.320
F3 -0.373 -1.291 -1.596
F4 -1.552 0.101 1.319

Relative calculated energies, zero for the most stable structure, unit eV: <i> 4.482; <ii> 0.000.

<i>
The following is a quantum chemistry calculation of 2 unconnected molecules or ions with the total composition C3H3IS, from OMol25.

Computed properties:
Lowest unoccupied orbital energy (alpha / beta) ... -3.53 / -3.50 eV
Highest occupied orbital energy (alpha / beta) ... -9.09 / -9.16 eV

Cartesian coordinates (Å):
C1 -0.200 1.736 1.914
C2 -0.504 2.285 2.950
C3 -0.180 0.317 -1.249
S1 0.534 1.951 -0.962
I1 -0.858 2.713 4.958
H1 0.092 -0.151 -2.281
H2 -1.212 0.278 -1.015
H3 0.370 -0.236 -0.336

<ii>
The following is a quantum chemistry calculation of C3H3IS in the gas phase, from OMol25.

Computed properties:
Structure (SMILES) ... ICC1=CS1
Lowest unoccupied orbital energy ... 0.13 eV
Highest occupied orbital energy ... -7.85 eV

Cartesian coordinates (Å):
C1 -1.016 -1.357 -0.372
C2 -0.539 -0.243 0.020
C3 0.840 1.018 0.176
S1 -2.290 -0.195 0.438
I1 2.669 -0.026 0.029
H1 -1.034 -2.326 -0.794
H2 0.686 1.440 1.156
H3 0.683 1.688 -0.653

Relative calculated energies, zero for the most stable structure, unit eV: <i> 3.536; <ii> 0.000.

<i>
The following is a quantum chemistry calculation of a molecular structure, C8H15N3O2S, from OMol25.

Computed properties:
Lowest unoccupied orbital energy ... 0.54 eV
Highest occupied orbital energy ... -8.86 eV

Cartesian coordinates (Å):
C1 -0.185 -2.867 0.321
C2 -0.611 -2.264 1.681
C3 -1.149 -2.539 -0.805
C4 -0.173 -0.894 1.841
C5 -0.708 0.177 0.177
C6 2.018 2.673 -0.104
C7 -0.378 2.907 -1.021
C8 0.845 1.940 -0.686
N1 1.098 -0.390 1.936
N2 1.391 0.563 1.200
N3 0.506 0.934 0.235
O1 -1.749 -0.428 -2.236
O2 0.624 -1.084 -1.936
S1 -0.675 -0.892 -1.377
H1 0.871 -2.730 0.128
H2 -0.314 -3.946 0.531
H3 -1.667 -2.400 1.724
H4 -0.151 -2.975 2.452
H5 -1.118 -3.159 -1.718
H6 -2.282 -2.557 -0.507
H7 -0.731 -0.330 2.653
H8 -1.733 0.584 0.388
H9 1.959 3.151 0.962
H10 2.940 2.167 -0.035
H11 2.404 3.474 -0.734
H12 0.022 3.909 -1.227
H13 -1.173 3.051 -0.254
H14 -0.888 2.525 -1.934
H15 1.006 1.403 -1.653

<ii>
The following is a quantum chemistry calculation of 2 unconnected molecules or ions with the total composition C8H15N3O2S, from OMol25.

Computed properties:
Lowest unoccupied orbital energy (alpha / beta) ... -0.90 / -0.11 eV
Highest occupied orbital energy (alpha / beta) ... -8.22 / -8.80 eV

Cartesian coordinates (Å):
C1 2.097 -0.804 -0.386
C2 1.532 0.309 0.031
C3 3.384 -1.076 0.382
C4 1.485 -1.724 -1.351
C5 -3.428 -1.689 0.792
C6 -3.036 -0.220 0.425
C7 -1.628 -0.080 -0.059
C8 -1.228 1.425 -0.033
N1 3.632 0.011 1.161
N2 0.343 2.928 -0.812
N3 -0.195 1.710 -0.993
O1 4.024 -2.075 0.228
O2 2.815 2.465 0.430
S1 2.438 1.281 1.216
H1 1.789 -2.765 -1.101
H2 2.076 -1.476 -2.345
H3 0.409 -1.499 -1.364
H4 -3.494 -2.235 -0.147
H5 -2.830 -2.186 1.501
H6 -4.402 -1.629 1.272
H7 -3.755 0.007 -0.405
H8 -3.052 0.435 1.228
H9 -0.781 -0.648 0.451
H10 -1.451 -0.407 -1.139
H11 -0.890 1.597 1.031
H12 -2.019 2.080 -0.278
H13 4.487 0.177 1.676
H14 1.093 2.986 -1.531
H15 0.585 3.103 0.119

Relative calculated energies, zero for the most stable structure, unit eV: <i> 0.000; <ii> 1.086.

<i>
The following is a quantum chemistry calculation of 2 unconnected molecules or ions with the total composition C2H2N3O, from OMol25.

Computed properties:
Net charge ... +1
Lowest unoccupied orbital energy (alpha / beta) ... -6.08 / -8.18 eV
Highest occupied orbital energy (alpha / beta) ... -15.29 / -14.79 eV

Cartesian coordinates (Å):
C1 1.207 0.091 0.052
C2 0.529 -2.231 -0.208
N1 2.231 0.266 -0.710
N2 3.078 0.492 -1.372
N3 0.545 -1.045 0.092
O1 0.383 -3.358 -0.316
H1 0.641 0.962 0.545
H2 -2.158 -1.647 -1.361

<ii>
The following is a quantum chemistry calculation of a gas-phase ion, C2H2N3O (charge +1), from OMol25.

Computed properties:
Net charge ... +1
Structure (SMILES) ... C1=[N+]=CON=N1
Lowest unoccupied orbital energy ... -7.77 eV
Highest occupied orbital energy ... -17.15 eV

Cartesian coordinates (Å):
C1 -0.204 -1.189 -0.062
C2 -0.485 1.062 0.057
N1 1.128 -0.978 0.241
N2 1.635 0.063 0.165
N3 -1.021 -0.198 0.064
O1 0.711 1.262 -0.136
H1 -0.445 -2.094 -0.407
H2 -1.318 2.071 0.079

<iii>
The following is a quantum chemistry calculation of 2 unconnected molecules or ions with the total composition C2H2N3O, from OMol25.

Computed properties:
Net charge ... +1
Lowest unoccupied orbital energy (alpha / beta) ... -5.85 / -5.84 eV
Highest occupied orbital energy (alpha / beta) ... -13.40 / -13.40 eV

Cartesian coordinates (Å):
C1 -0.952 0.218 0.375
C2 0.906 1.639 -0.810
N1 -0.687 -1.015 0.599
N2 0.035 -1.988 0.505
N3 0.360 -3.069 0.535
O1 1.553 0.816 -1.157
H1 -1.932 0.641 0.564
H2 0.718 2.758 -0.612

Relative calculated energies, zero for the most stable structure, unit eV: <i> 0.909; <ii> 0.000; <iii> 1.865.